Entry 1:
{"formula": "C20H37Br6Cl2F6LiN3O10S2", "method": "wB97M-V/def2-TZVPD", "species": ["O", "S", "O", "C", "C", "C", "S", "O", "C", "Cl", "C", "C", "C", "C", "F", "F", "C", "F", "F", "F", "N", "Br", "H", "H", "H", "H", "H", "H", "H", "H", "H", "H", "H", "H", "H", "C", "Br", "Br", "Br", "H", "C", "N", "O", "O", "H", "H", "H", "O", "H", "H", "Br", "C", "C", "Br", "H", "H", "H", "H", "F", "Li", "O", "C", "O", "C", "C", "C", "H", "H", "H", "H", "H", "H", "Cl", "C", "O", "N", "C", "C", "H", "H", "H", "H", "H", "H", "H", "O", "H"], "xyz": [[-4.181, 0.393, -2.131], [-4.254, -0.987, -2.503], [-5.437, -1.476, -3.146], [-3.963, -1.959, -1.015], [-2.633, -2.678, -1.001], [-2.571, -4.017, -1.845], [-3.984, -4.462, -2.850], [-2.279, -5.086, -0.929], [-1.675, -4.464, 0.201], [-1.792, -5.456, 1.630], [-0.205, -4.213, -0.178], [0.387, -2.880, 0.277], [1.539, -2.453, -0.652], [1.571, -0.979, -0.905], [0.366, -0.476, -1.277], [2.408, -0.742, -1.959], [2.120, -0.131, 0.293], [2.540, -0.895, 1.282], [1.167, 0.687, 0.758], [3.136, 0.660, -0.076], [-2.522, -3.274, 0.352], [-2.356, -1.957, 2.122], [-3.180, -1.287, -3.278], [-4.802, -2.631, -0.878], [-3.971, -1.220, -0.218], [-1.767, -2.082, -1.262], [-1.712, -4.024, -2.510], [-3.422, -4.313, -4.049], [-0.046, -4.372, -1.238], [0.367, -4.994, 0.311], [-0.333, -2.074, 0.274], [0.836, -2.997, 1.257], [2.498, -2.785, -0.245], [1.465, -2.922, -1.631], [-3.442, -3.678, 0.508], [-6.363, 3.497, -1.264], [-8.117, 2.699, -1.289], [-6.064, 4.608, -2.773], [-6.038, 4.413, 0.411], [-5.646, 2.688, -1.328], [3.311, 3.655, 0.810], [2.866, 5.054, 0.637], [3.275, 5.683, -0.320], [2.112, 5.520, 1.522], [3.969, 3.399, -0.010], [3.841, 3.572, 1.771], [2.431, 3.017, 0.818], [4.521, 6.913, -3.212], [5.109, 6.192, -3.455], [4.020, 6.571, -2.465], [3.602, -4.061, 1.383], [5.319, -3.355, 2.030], [5.416, -3.388, 3.514], [4.335, -1.956, 4.350], [5.408, -2.356, 1.615], [6.083, -4.008, 1.613], [6.445, -3.221, 3.818], [5.082, -4.323, 3.940], [-4.488, 2.727, -3.929], [3.979, 5.647, 2.637], [1.346, -4.484, 7.443], [1.814, -3.445, 7.798], [3.145, -3.205, 7.816], [3.413, -1.918, 8.391], [2.118, -1.128, 8.228], [1.065, -2.230, 8.325], [3.685, -2.059, 9.440], [4.247, -1.458, 7.867], [2.003, -0.334, 8.963], [2.086, -0.676, 7.236], [0.769, -2.427, 9.356], [0.187, -2.030, 7.718], [-6.019, 2.796, -5.458], [-1.940, 6.095, -7.684], [-1.741, 6.516, -8.812], [-3.147, 5.897, -7.140], [-3.324, 5.391, -5.786], [-4.326, 6.196, -7.932], [-1.112, 5.836, -7.001], [-3.885, 4.460, -5.815], [-3.877, 6.123, -5.193], [-2.361, 5.208, -5.316], [-4.331, 5.594, -8.841], [-4.325, 7.248, -8.224], [-5.215, 5.978, -7.348], [7.367, -5.208, 3.610], [8.073, -5.700, 4.043]], "charge": -1}



Entry 2:
{"formula": "C20H37ClF12N6O5PS", "method": "wB97M-V/def2-TZVPD", "species": ["C", "C", "O", "C", "N", "C", "N", "P", "O", "Cl", "N", "C", "C", "C", "C", "C", "F", "F", "C", "F", "F", "S", "F", "F", "F", "F", "F", "C", "F", "F", "F", "H", "H", "H", "H", "H", "H", "H", "H", "H", "H", "H", "H", "H", "H", "H", "H", "C", "O", "N", "C", "C", "H", "H", "H", "H", "H", "H", "H", "C", "O", "N", "C", "C", "H", "H", "H", "H", "H", "H", "H", "C", "O", "N", "C", "C", "H", "H", "H", "H", "H", "H", "H"], "xyz": [[2.311, -1.675, 1.417], [2.197, -0.310, 0.495], [1.642, 0.777, 1.301], [0.494, 1.445, 0.692], [0.662, 2.906, 0.357], [2.174, 3.118, 0.576], [2.868, 3.509, 1.697], [2.024, 4.047, 3.173], [3.086, 5.298, 3.860], [0.166, 5.001, 2.801], [2.692, 2.690, -0.813], [1.526, 2.654, -1.833], [0.285, 3.410, -1.002], [-1.030, 2.908, -1.807], [-2.297, 2.338, -0.973], [-3.139, 3.395, -0.055], [-2.143, 3.980, 0.906], [-3.626, 4.609, -0.814], [-4.265, 2.743, 0.935], [-4.820, 3.814, 1.809], [-3.513, 1.819, 1.865], [-5.634, 1.767, 0.179], [-6.736, 3.023, 0.698], [-5.902, 1.038, 1.746], [-4.673, 0.406, -0.207], [-5.521, 2.468, -1.369], [-6.999, 0.893, -0.376], [0.346, 5.000, -1.391], [0.566, 5.241, -2.869], [1.398, 5.796, -0.720], [-0.939, 5.744, -1.102], [1.209, -1.896, 1.801], [2.968, -1.370, 2.359], [2.770, -2.587, 0.831], [1.683, -0.506, -0.535], [3.322, -0.003, 0.242], [-0.378, 1.399, 1.507], [0.030, 0.869, -0.245], [3.909, 3.556, 1.652], [3.218, 6.019, 3.149], [3.250, 3.565, -1.066], [1.393, 1.475, -1.950], [1.732, 2.972, -2.937], [-1.463, 3.719, -2.569], [-0.669, 2.019, -2.520], [-3.066, 1.935, -1.795], [-2.088, 1.388, -0.295], [-8.643, 0.971, 5.770], [-8.090, -0.121, 5.808], [-8.163, 2.088, 5.121], [-8.879, 3.347, 5.124], [-6.902, 2.003, 4.414], [-9.607, 1.145, 6.275], [-9.110, 3.624, 4.092], [-8.244, 4.114, 5.577], [-9.810, 3.270, 5.693], [-6.978, 1.231, 3.643], [-6.116, 1.718, 5.121], [-6.652, 2.962, 3.953], [5.093, -4.893, 1.284], [4.218, -4.053, 1.458], [5.283, -5.621, 0.129], [6.344, -6.598, 0.002], [4.396, -5.402, -0.994], [5.822, -5.137, 2.074], [6.997, -6.306, -0.826], [5.901, -7.576, -0.207], [6.935, -6.661, 0.920], [4.459, -4.353, -1.299], [3.369, -5.617, -0.684], [4.669, -6.047, -1.834], [4.710, -4.769, -4.621], [5.619, -4.808, -3.802], [4.409, -5.762, -5.529], [3.314, -5.640, -6.469], [5.213, -6.967, -5.546], [4.037, -3.899, -4.695], [2.608, -6.458, -6.297], [3.711, -5.705, -7.486], [2.794, -4.686, -6.347], [5.157, -7.446, -4.564], [6.255, -6.697, -5.746], [4.858, -7.658, -6.314]], "charge": 1}



Entry 3:
{"formula": "C20H37GeN3O7RuSi3", "method": "wB97M-V/def2-TZVPD", "species": ["Ru", "N", "C", "C", "O", "N", "C", "C", "O", "O", "H", "H", "H", "H", "H", "H", "C", "Si", "C", "C", "Ge", "Si", "C", "C", "C", "Si", "C", "C", "C", "H", "H", "H", "H", "H", "H", "H", "H", "H", "H", "H", "H", "H", "H", "H", "H", "H", "H", "H", "H", "H", "H", "H", "H", "H", "H", "H", "O", "C", "O", "C", "C", "C", "C", "C", "C", "N", "O", "O", "H", "H", "H", "H"], "xyz": [[-1.617, -0.119, 0.580], [-2.509, 1.974, 0.813], [-2.488, 2.335, 2.234], [-2.647, 1.091, 3.059], [-3.016, 1.106, 4.201], [-2.279, -0.068, 2.373], [-2.569, -1.340, 3.002], [-2.732, -2.385, 1.913], [-3.056, -3.502, 2.187], [-2.437, -1.944, 0.695], [-2.208, 2.739, 0.220], [-3.447, 1.709, 0.526], [-3.274, 3.031, 2.522], [-1.526, 2.787, 2.480], [-3.456, -1.293, 3.630], [-1.741, -1.679, 3.625], [0.554, -3.539, 0.728], [1.558, -2.190, -0.050], [1.536, -2.243, -1.902], [3.321, -2.122, 0.570], [0.703, 0.034, 0.914], [1.510, -0.175, 3.332], [1.158, -1.922, 3.857], [0.479, 1.086, 4.223], [3.305, 0.287, 3.234], [1.683, 2.048, -0.100], [1.304, 3.441, 1.085], [3.507, 1.720, -0.256], [0.870, 2.379, -1.745], [0.713, -4.466, 0.167], [-0.514, -3.324, 0.694], [0.843, -3.722, 1.762], [1.987, -3.185, -2.231], [2.108, -1.422, -2.339], [0.515, -2.204, -2.279], [3.906, -2.885, 0.046], [3.382, -2.335, 1.638], [3.790, -1.156, 0.377], [0.217, -2.275, 3.440], [1.080, -1.971, 4.948], [1.945, -2.611, 3.548], [-0.572, 0.805, 4.228], [0.574, 2.074, 3.769], [0.798, 1.166, 5.267], [3.854, -0.317, 2.514], [3.766, 0.138, 4.216], [3.422, 1.339, 2.968], [1.738, 3.273, 2.073], [0.226, 3.574, 1.203], [1.714, 4.379, 0.699], [3.970, 1.523, 0.711], [4.002, 2.593, -0.692], [3.699, 0.866, -0.909], [-0.193, 2.137, -1.717], [1.325, 1.787, -2.541], [0.969, 3.434, -2.014], [-2.752, 0.451, -1.329], [-1.784, 0.005, -2.004], [-0.753, -0.370, -1.370], [-1.820, -0.037, -3.481], [-0.637, -0.145, -4.204], [-0.672, -0.145, -5.587], [-1.901, -0.050, -6.213], [-3.089, 0.046, -5.516], [-3.046, 0.059, -4.133], [-1.942, -0.035, -7.695], [-0.895, -0.205, -8.278], [-3.017, 0.151, -8.218], [0.304, -0.222, -3.676], [0.226, -0.212, -6.183], [-4.021, 0.115, -6.058], [-3.955, 0.138, -3.552]], "multiplicity": 2, "relative_energy_kcal_mol": 59.4, "s2": 0.766, "charge": 1}



Entry 4:
{"formula": "C20H37IrN2O2P3", "method": "wB97M-V/def2-TZVPD", "species": ["P", "C", "H", "H", "H", "C", "H", "H", "H", "C", "H", "H", "H", "P", "C", "H", "H", "H", "C", "H", "H", "H", "C", "H", "H", "H", "P", "C", "H", "H", "H", "C", "H", "H", "H", "C", "H", "H", "H", "Ir", "C", "O", "C", "O", "C", "C", "C", "C", "C", "C", "H", "H", "H", "H", "H", "H", "N", "C", "C", "C", "N", "H", "H", "H", "H"], "xyz": [[4.626, -1.510, 0.312], [4.915, -1.199, 2.097], [5.905, -0.732, 2.201], [4.862, -2.166, 2.619], [4.125, -0.523, 2.467], [5.963, -2.590, -0.251], [5.660, -2.944, -1.249], [6.025, -3.432, 0.449], [6.886, -2.003, -0.306], [5.190, 0.115, -0.342], [6.286, 0.130, -0.286], [4.763, 0.933, 0.253], [4.862, 0.228, -1.385], [-1.316, 4.192, -0.416], [-1.536, 4.685, 1.344], [-2.139, 5.602, 1.422], [-0.547, 4.825, 1.808], [-2.059, 3.856, 1.848], [-0.709, 5.737, -1.192], [-0.786, 5.624, -2.281], [0.345, 5.855, -0.912], [-1.293, 6.602, -0.867], [-3.087, 4.228, -0.923], [-3.492, 5.241, -0.803], [-3.638, 3.523, -0.284], [-3.173, 3.909, -1.972], [-3.721, -2.109, 0.778], [-4.181, -2.187, 2.481], [-5.165, -2.675, 2.529], [-4.228, -1.171, 2.895], [-3.425, -2.769, 3.026], [-4.966, -2.054, -0.508], [-5.346, -3.074, -0.679], [-4.546, -1.655, -1.447], [-5.781, -1.394, -0.188], [-2.576, -3.446, 0.338], [-3.126, -4.201, -0.250], [-2.185, -3.922, 1.249], [-1.716, -3.094, -0.256], [0.084, -0.460, -1.608], [0.251, 0.220, 0.415], [0.589, 1.346, 0.709], [-2.758, -0.563, 0.533], [-2.385, 0.547, 0.565], [-1.170, -0.123, -3.195], [-0.540, -1.355, -3.357], [0.836, -1.468, -3.213], [1.588, -0.319, -2.941], [0.964, 0.934, -2.792], [-0.438, 1.028, -2.883], [-2.259, -0.061, -3.187], [-1.145, -2.239, -3.554], [1.313, -2.442, -3.296], [2.646, -0.425, -2.728], [1.541, 1.792, -2.448], [-0.937, 1.965, -2.605], [1.144, -1.671, 1.349], [1.428, -2.059, 2.597], [0.496, -1.485, 3.452], [-0.304, -0.655, 2.692], [0.078, -0.816, 1.353], [1.739, -1.786, 0.521], [2.279, -2.681, 2.814], [0.433, -1.622, 4.516], [-1.147, -0.038, 2.970]], "multiplicity": 6, "relative_energy_kcal_mol": 12.3, "s2": 8.764, "charge": 4}



Entry 5:
{"formula": "C20H37KN3O4S2", "method": "wB97M-V/def2-TZVPD", "species": ["K", "C", "C", "C", "C", "N", "H", "H", "H", "H", "H", "H", "H", "C", "C", "C", "C", "N", "H", "H", "H", "H", "H", "H", "H", "C", "C", "C", "C", "N", "H", "H", "H", "H", "H", "H", "H", "C", "C", "C", "S", "O", "O", "C", "H", "H", "H", "H", "H", "H", "H", "H", "C", "C", "C", "S", "O", "O", "C", "H", "H", "H", "H", "H", "H", "H", "H"], "xyz": [[-1.566, -2.131, -0.745], [-7.158, 2.323, 0.232], [-5.644, 2.103, -0.137], [-5.339, 1.405, -1.517], [-4.045, 0.749, -1.609], [-2.930, 0.294, -1.715], [-7.344, 2.272, 1.305], [-7.810, 1.592, -0.246], [-7.511, 3.315, -0.045], [-5.272, 1.479, 0.676], [-5.109, 3.048, -0.046], [-5.361, 2.129, -2.332], [-6.015, 0.578, -1.737], [0.070, 1.095, -4.373], [1.158, 0.320, -5.050], [0.929, -1.187, -5.252], [0.180, -1.854, -4.202], [-0.418, -2.424, -3.382], [-0.045, 0.934, -3.301], [-0.923, 0.875, -4.765], [0.430, 2.119, -4.471], [2.093, 0.415, -4.498], [1.375, 0.746, -6.029], [1.900, -1.655, -5.408], [0.287, -1.365, -6.115], [4.654, -1.231, -1.528], [3.783, -0.093, -2.116], [3.010, 0.721, -1.070], [1.767, 0.060, -0.586], [0.898, -0.546, -0.148], [4.148, -2.093, -1.093], [5.229, -0.787, -0.716], [5.370, -1.597, -2.264], [3.091, -0.562, -2.815], [4.418, 0.599, -2.669], [2.732, 1.638, -1.589], [3.625, 1.106, -0.256], [3.168, -2.929, 3.361], [2.269, -1.689, 3.651], [0.805, -2.010, 3.206], [0.738, -3.578, 2.269], [0.102, -3.477, 0.983], [0.312, -4.616, 3.206], [2.569, -3.678, 2.096], [3.268, -3.642, 4.180], [4.166, -2.509, 3.239], [2.518, -0.740, 3.176], [2.259, -1.462, 4.717], [0.343, -1.236, 2.593], [0.051, -2.113, 3.985], [2.813, -3.195, 1.150], [2.851, -4.686, 1.791], [0.270, 1.926, 3.621], [0.803, 2.045, 2.207], [-0.319, 2.473, 1.273], [-1.789, 1.346, 1.853], [-1.665, 0.044, 1.195], [-3.026, 2.124, 1.843], [-1.152, 1.266, 3.635], [0.264, 2.930, 4.045], [0.862, 1.229, 4.214], [1.099, 1.046, 1.889], [1.705, 2.657, 2.186], [-0.164, 2.441, 0.195], [-0.629, 3.461, 1.615], [-1.232, 0.298, 4.131], [-1.915, 1.880, 4.111]], "charge": 1}



Entry 6:
{"formula": "C20H37N3OPTi", "method": "wB97M-V/def2-TZVPD", "species": ["C", "C", "C", "C", "H", "H", "H", "H", "H", "H", "H", "H", "H", "C", "C", "C", "H", "C", "C", "H", "H", "H", "H", "C", "C", "C", "H", "C", "C", "H", "H", "H", "H", "Ti", "C", "N", "C", "P", "O", "N", "C", "C", "N", "C", "C", "H", "H", "H", "H", "H", "H", "H", "H", "H", "H", "H", "H", "H", "H", "H", "H", "H", "H"], "xyz": [[-2.277, 2.995, -0.389], [-2.910, 2.691, -1.751], [-3.439, 3.426, 0.539], [-1.502, 4.294, -0.658], [-3.855, 4.375, 0.150], [-3.143, 3.613, 1.574], [-4.282, 2.726, 0.565], [-3.287, 3.628, -2.201], [-3.788, 2.040, -1.666], [-2.182, 2.258, -2.452], [-2.202, 5.013, -1.126], [-0.667, 4.140, -1.352], [-1.138, 4.780, 0.252], [-1.675, -1.559, 0.396], [-2.200, -0.514, 1.220], [-2.956, 0.370, 0.379], [-2.271, -0.551, 2.306], [-2.675, -0.041, -0.998], [-1.909, -1.224, -0.962], [-1.623, -1.804, -1.840], [-1.270, -2.506, 0.741], [-3.777, 0.978, 0.738], [-3.136, 0.300, -1.917], [1.415, 2.016, 1.278], [0.940, 0.996, 2.143], [-0.416, 1.268, 2.476], [1.544, 0.204, 2.583], [-0.731, 2.578, 1.975], [0.406, 2.992, 1.159], [0.578, 3.941, 0.681], [2.387, 2.094, 0.790], [-0.998, 0.681, 3.182], [-1.505, 3.231, 2.361], [-1.090, 1.423, 0.142], [1.865, -3.680, 0.840], [1.024, -2.462, 0.806], [0.723, -2.075, 2.178], [1.317, -1.309, -0.389], [0.514, -0.025, -0.414], [2.962, -1.033, -0.405], [3.615, -0.339, 0.696], [3.873, -2.036, -0.970], [1.100, -2.183, -1.779], [1.406, -1.527, -3.054], [0.367, -3.451, -1.868], [1.401, -4.370, 1.556], [2.877, -3.460, 1.201], [1.918, -4.197, -0.117], [-0.095, -1.353, 2.247], [0.393, -2.966, 2.744], [1.613, -1.677, 2.704], [3.699, -0.962, 1.599], [4.620, -0.037, 0.382], [3.090, 0.564, 0.967], [4.225, -2.750, -0.209], [3.397, -2.582, -1.788], [4.752, -1.505, -1.363], [2.470, -1.612, -3.290], [0.839, -2.019, -3.846], [1.138, -0.468, -3.031], [1.063, -4.290, -1.995], [-0.242, -3.629, -0.977], [-0.290, -3.418, -2.743]], "charge": 1}



Number 1: E -19468.0855 Eh. Number 2: E -3886.4753 Eh. Number 3: E -4515.2936 Eh. Number 4: E -2170.8644 Eh. Number 5: E -2645.5890 Eh. Number 6: E -2214.3147 Eh.